# 1
Formula: C34H27Br2N7O3S4SbTb
Source: the OMol25 dataset
Level of theory: wB97M-V/def2-TZVPD

Structure (ORCA input):
```
! RIJCOSX wB97M-V def2-TZVPD def2/J DEFGRID3
* xyz -1 8
Tb -1.2370 0.3955 0.3792
O 0.8258 1.2947 3.9471
C -0.0511 1.5457 3.1305
N -1.1598 0.7792 2.8964
C -1.3305 -0.2955 3.8563
C -0.9451 -1.6469 3.3383
C -0.9048 -2.7222 4.2268
C -0.6480 -3.9877 3.7446
C -0.4552 -4.1485 2.3779
C -0.5021 -3.0295 1.5742
N -0.7194 -1.7909 2.0331
C 0.0168 2.8124 2.3311
C 0.6200 3.9231 2.8980
C 0.5876 5.1155 2.2014
C -0.0475 5.1470 0.9699
C -0.6037 3.9827 0.4748
N -0.5620 2.8246 1.1299
H -2.3902 -0.3445 4.1402
H -0.7575 -0.0746 4.7582
H -1.0843 -2.5393 5.2781
H -0.6116 -4.8379 4.4140
H -0.2778 -5.1217 1.9415
H -0.3908 -3.1231 0.5022
H 1.0696 3.8256 3.8750
H 1.0281 6.0105 2.6208
H -0.1222 6.0609 0.3972
H -1.1133 3.9688 -0.4800
S -4.5844 0.6761 3.8431
Sb -3.2477 2.0340 2.6123
S -3.5221 1.8757 0.2951
S -2.9158 4.0925 3.4819
Br 0.7757 3.7258 -5.5556
C 0.2368 2.9221 -3.9202
C -1.1285 2.7936 -3.6354
C -1.4442 2.1555 -2.4570
N -0.5553 1.6923 -1.5772
C 0.7850 1.8414 -1.8482
C 1.1872 2.4668 -3.0580
C 1.7170 1.3414 -0.8955
C 3.1165 1.5432 -1.0279
C 3.9615 1.0455 -0.0870
Br 5.8224 1.3958 -0.2172
C 3.4744 0.2944 0.9989
C 2.1099 0.1352 1.0658
N 1.2290 0.6268 0.1904
H -1.8945 3.1458 -4.3076
H -2.4863 2.0179 -2.1971
H 2.2314 2.5602 -3.3121
H 3.5088 2.1324 -1.8421
H 4.1276 -0.1043 1.7592
H 1.6864 -0.4048 1.9076
C 5.0965 -1.9893 -2.9318
C 3.6173 -1.7741 -2.7721
C 2.9435 -2.3162 -1.6812
C 1.5711 -2.1847 -1.5604
C 0.8598 -1.4900 -2.5234
C 1.5147 -0.9228 -3.6029
C 2.8877 -1.0649 -3.7209
S -0.9119 -1.5866 -2.5903
O -1.3967 -0.4974 -3.4012
O -1.1683 -2.9131 -3.1066
N -1.3940 -1.3977 -1.0521
C -2.6211 -1.8601 -0.6301
C -3.4126 -2.8298 -1.2788
C -4.5773 -3.2508 -0.6805
C -4.9662 -2.7098 0.5416
C -4.1639 -1.7397 1.0977
N -3.0273 -1.3189 0.5397
H 5.6058 -1.9312 -1.9704
H 5.5335 -1.2489 -3.6008
H 5.2876 -2.9809 -3.3503
H 3.4961 -2.8577 -0.9223
H 1.0496 -2.6411 -0.7329
H 0.9327 -0.3948 -4.3483
H 3.4005 -0.6268 -4.5699
H -3.0822 -3.2318 -2.2220
H -5.1857 -4.0047 -1.1653
H -5.8750 -3.0183 1.0380
H -4.4390 -1.2472 2.0248
*
```

Results
total energy	-264674.3643	eV
maximum force	1.39	eV/A

***

# 2
Formula: C4H20NO8
Source: the OMol25 dataset
Level of theory: wB97M-V/def2-TZVPD

Structure (ORCA input):
```
! RIJCOSX wB97M-V def2-TZVPD def2/J DEFGRID3
* xyz 1 1
C -1.5970 -0.7589 -1.4479
O -2.7630 -0.0424 -1.8342
C -0.7624 0.3178 -0.7143
C 0.3521 -0.4142 0.0976
C 1.8053 0.0152 -0.1445
O 2.1148 1.0101 0.7343
O 2.5622 -0.6349 -0.7916
N -1.6954 1.0654 0.2703
H -1.8853 -1.6426 -0.7761
H -1.2237 -1.3773 -2.3105
H -2.7796 -0.0281 -2.7997
H -0.2087 0.9977 -1.3697
H 0.3476 -1.5255 -0.0358
H -0.1170 -0.4689 1.0895
H 3.0872 1.1290 0.7455
H -1.2872 0.8226 1.2264
H -2.6240 0.5411 0.1819
H -1.6646 2.0695 0.0735
H 1.1526 -2.1291 -2.1117
H 0.7988 -3.7450 -2.0698
O 0.5216 -2.8396 -2.1258
H 0.8631 2.0182 1.8361
H 1.0557 2.2898 3.3089
O 0.4666 1.8308 2.7111
H -1.2845 -3.3393 0.4256
H -2.8028 -3.0273 1.0755
O -1.9157 -2.7501 0.8732
H 1.3965 0.2660 3.4928
H 2.0370 -1.2056 3.6965
O 2.1783 -0.2773 3.5519
H -0.0276 4.0233 -1.6870
H -1.5146 3.7504 -2.3016
O -0.7021 3.4086 -1.9491
*
```

Results
total energy	-22335.2873	eV
maximum force	3.20	eV/A

***

# 3
Formula: C28H28N6PdS
Source: the OMol25 dataset
Level of theory: wB97M-V/def2-TZVPD

Structure (ORCA input):
```
! RIJCOSX wB97M-V def2-TZVPD def2/J DEFGRID3
* xyz 0 3
Pd -0.5464 0.4908 0.0169
N 8.1111 -0.3439 5.7866
C 7.1592 -0.2647 5.1473
C 5.9661 -0.1552 4.3411
C 5.7230 1.0178 3.6305
C 4.5817 1.1249 2.8531
C 3.6696 0.0765 2.7877
C 3.9197 -1.0906 3.5022
C 5.0642 -1.2128 4.2709
C 2.4277 0.1897 1.9633
C 1.2214 0.2788 2.6813
C 1.1051 0.4196 4.0942
C -0.2416 0.4734 4.3809
C -0.9049 0.3567 3.1373
N -0.0494 0.2476 2.1298
C 2.6020 0.1787 0.5867
C 3.8387 -0.0001 -0.1169
C 3.5379 0.0168 -1.4533
C 2.1287 0.2093 -1.5368
N 1.5813 0.3114 -0.3452
H 6.4296 1.8348 3.6894
H 4.3968 2.0304 2.2882
H 3.2089 -1.9058 3.4505
H 5.2630 -2.1240 4.8193
H 1.9257 0.4790 4.7924
H -0.7084 0.5708 5.3489
H -1.9728 0.3245 2.9639
H 4.8061 -0.1499 0.3366
H 4.2159 -0.0994 -2.2849
H 1.5184 0.2739 -2.4273
C -5.0538 0.7815 -0.9245
N -4.2169 -0.3481 -0.5549
C -3.5650 -0.1400 0.7166
C -3.2592 -0.6282 -1.6314
C -2.2777 -1.7241 -1.3051
C -2.5994 -3.0451 -1.6184
C -1.7287 -4.0844 -1.3204
C -0.5203 -3.8077 -0.6958
C -0.1936 -2.4954 -0.3690
C -1.0636 -1.4575 -0.6718
H -5.8368 0.9236 -0.1787
H -5.5316 0.5810 -1.8845
H -4.4804 1.7191 -1.0174
H -4.2561 0.3190 1.4245
H -2.6771 0.5263 0.6228
H -3.1939 -1.0772 1.1278
H -2.6950 0.2847 -1.8667
H -3.8334 -0.8991 -2.5196
H -3.5488 -3.2554 -2.1012
H -1.9929 -5.1035 -1.5761
H 0.1695 -4.6098 -0.4587
H 0.7492 -2.2887 0.1268
S -0.9691 2.5518 -1.3949
C -0.0515 3.0386 -0.0423
N -0.5380 3.3506 1.1773
C 0.5145 3.7318 2.1166
C 1.7380 3.8984 1.1925
N 1.2417 3.3674 -0.0697
H -1.3950 2.9329 1.4990
H 0.6737 2.9515 2.8627
H 0.2541 4.6570 2.6259
H 2.5901 3.3216 1.5508
H 2.0409 4.9398 1.0868
H 1.7648 3.3396 -0.9268
*
```

Results
total energy	-52744.1051	eV
maximum force	0.92	eV/A

***

# 4
Formula: C3H12N3O
Source: the OMol25 dataset
Level of theory: wB97M-V/def2-TZVPD

Structure (ORCA input):
```
! RIJCOSX wB97M-V def2-TZVPD def2/J DEFGRID3
* xyz 0 2
C 0.6108 -1.2540 -1.8686
N -0.1155 -0.1106 -2.5210
C -0.9013 0.6823 -1.5424
O -0.1887 1.1672 -0.4811
H 1.4787 -0.8790 -1.2730
H 1.0185 -1.9677 -2.6685
H -0.0897 -1.8831 -1.2671
H 0.5983 0.5406 -2.8889
H -1.7313 0.0312 -1.2800
H -1.4318 1.4536 -2.1770
N -0.7768 1.0270 2.4839
C -0.1852 -0.3024 2.2134
N 1.0721 -0.2883 1.4175
H -0.2419 1.6356 3.0721
H -0.8280 1.4594 1.5276
H -0.0570 -0.9539 3.1042
H -0.9364 -0.7543 1.6060
H 0.8412 0.3050 0.5930
H 1.8640 0.0913 1.9499
*
```

Results
total energy	-9820.2345	eV
maximum force	2.40	eV/A

***

# 5
Formula: C4H8O3
Source: the OMol25 dataset
Level of theory: wB97M-V/def2-TZVPD

Structure (ORCA input):
```
! RIJCOSX wB97M-V def2-TZVPD def2/J DEFGRID3
* xyz 0 1
C -2.3618 0.5713 -1.4914
C 0.0044 1.0124 0.4497
O 0.7835 1.2300 1.3897
C 0.0772 -0.0392 -0.4896
O 1.4608 -1.6142 0.2603
C 2.3897 -1.5496 1.0602
O 2.6552 -0.5386 1.8304
H -2.6608 0.1572 -0.5247
H -2.7743 -0.0357 -2.2969
H -2.6943 1.6075 -1.5673
H -0.7505 1.7968 0.2070
H 1.9447 0.1707 1.6745
H -1.2702 0.5709 -1.6329
H -0.4947 -0.9524 -0.4875
H 3.1040 -2.3775 1.1948
*
```

Results
total energy	-10416.3751	eV
maximum force	0.56	eV/A

***

# 6
Formula: C48H40InN8O24S2
Source: the OMol25 dataset
Level of theory: wB97M-V/def2-TZVPD

Structure (ORCA input):
```
! RIJCOSX wB97M-V def2-TZVPD def2/J DEFGRID3
* xyz -1 1
In 4.3970 -15.6544 -5.4349
S 4.9860 -19.1589 -5.2586
O 4.1767 -18.3146 -4.4172
O 5.7395 -18.2576 -6.0554
O 5.6918 -20.1563 -4.4523
O 4.1148 -20.0131 -6.0467
S 2.5430 -13.2787 -6.5448
O 1.6829 -12.1780 -6.9340
O 1.8179 -14.5206 -6.3271
O 3.5807 -13.6524 -7.4769
O 3.2641 -13.0301 -5.3042
C 10.2978 -14.7089 -0.5754
C 9.6449 -15.8628 -0.3210
C 8.7797 -16.3604 -1.2674
C 8.5474 -15.6624 -2.4665
C 9.1844 -14.4448 -2.6258
C 10.1046 -13.9929 -1.7835
N 7.6375 -16.1770 -3.5129
O 7.3089 -15.4281 -4.4494
O 7.0909 -17.2899 -3.3709
H 11.0171 -14.3043 0.1212
H 9.6856 -16.4016 0.6141
H 8.2291 -17.2560 -1.0202
H 9.0224 -13.8255 -3.4957
H 10.6054 -13.0418 -1.8886
C -0.8796 -21.4590 -6.8322
C -1.6632 -20.5649 -6.0816
C -1.1597 -19.3980 -5.6131
C 0.1568 -19.1147 -5.8943
C 0.9741 -19.9061 -6.7091
C 0.4257 -21.0922 -7.1652
N 0.6726 -17.7698 -5.4267
O 1.8485 -17.4687 -5.7148
O -0.0223 -17.1329 -4.6695
H -1.3219 -22.3707 -7.2056
H -2.6225 -20.9878 -5.8222
H -1.7646 -18.7899 -4.9567
H 1.9048 -19.4981 -7.0748
H 1.0201 -21.6691 -7.8583
C 6.2426 -8.5270 -6.6020
C 7.5506 -8.9495 -6.5752
C 7.8534 -10.2945 -6.5263
C 6.8200 -11.2810 -6.4850
C 5.4874 -10.8178 -6.5217
C 5.1884 -9.4558 -6.6571
N 7.1231 -12.6816 -6.1272
O 8.2701 -13.1006 -5.9734
O 6.1565 -13.4093 -6.0116
H 6.0370 -7.4669 -6.6206
H 8.3761 -8.2531 -6.5774
H 8.8995 -10.5533 -6.4548
H 4.6479 -11.4932 -6.5945
H 4.1528 -9.2244 -6.8581
C -1.8550 -12.5908 -2.4858
C -1.4533 -13.1953 -3.6229
C -0.3558 -14.0039 -3.5581
C 0.3478 -14.2789 -2.3718
C -0.1351 -13.6295 -1.1732
C -1.2419 -12.8432 -1.2312
N 1.6071 -15.0805 -2.2915
O 2.0612 -15.5377 -1.2198
O 2.2094 -15.1026 -3.3929
H -2.7280 -11.9769 -2.3205
H -1.8793 -13.0000 -4.5959
H 0.0648 -14.2293 -4.5270
H 0.3768 -13.8855 -0.2573
H -1.6118 -12.2964 -0.3765
C 0.4431 -15.8172 -12.0239
C 0.8695 -14.9453 -10.9982
C 1.7862 -15.4245 -10.0700
C 2.2330 -16.7447 -10.1447
C 1.7326 -17.6363 -11.1162
C 0.7964 -17.1532 -12.0208
N 3.0726 -17.3141 -9.1100
O 3.4448 -16.5954 -8.1638
O 3.3737 -18.5065 -9.2259
H -0.2731 -15.4731 -12.7554
H 0.5457 -13.9213 -10.8844
H 2.1090 -14.7508 -9.2900
H 1.9261 -18.6918 -11.2381
H 0.4976 -17.8505 -12.7894
C 2.3911 -11.1642 0.0366
C 2.2338 -11.5342 -1.2936
C 3.3184 -12.0119 -2.0603
C 4.5112 -12.3544 -1.4611
C 4.6441 -12.0114 -0.0826
C 3.6192 -11.3336 0.6112
N 5.6150 -13.0870 -2.1853
O 6.7062 -13.1209 -1.5646
O 5.3520 -13.5695 -3.2602
H 1.5315 -10.7267 0.5224
H 1.2876 -11.2013 -1.6938
H 3.1949 -12.1469 -3.1247
H 5.5577 -12.2682 0.4330
H 3.7982 -11.0858 1.6471
C 4.5163 -20.3853 0.4368
C 4.2494 -19.2731 1.2616
C 4.4681 -18.0446 0.7552
C 4.7358 -17.8270 -0.5644
C 4.9793 -18.9818 -1.3809
C 4.8432 -20.2418 -0.8790
N 4.8715 -16.4419 -1.0644
O 4.7828 -16.2050 -2.2953
O 5.1644 -15.5047 -0.3449
H 4.4198 -21.3127 0.9817
H 3.9016 -19.4960 2.2594
H 4.3579 -17.1638 1.3704
H 5.3352 -18.8584 -2.3930
H 5.0889 -21.1858 -1.3426
C 6.7048 -18.7035 -11.7352
C 7.4172 -17.5366 -12.0494
C 7.6100 -16.6005 -11.0350
C 7.1384 -16.8405 -9.7497
C 6.4142 -17.9913 -9.4910
C 6.1836 -18.9917 -10.4532
N 7.3313 -15.8073 -8.6782
O 6.3447 -15.4730 -8.0475
O 8.4466 -15.4078 -8.4270
H 6.5063 -19.4786 -12.4606
H 7.8235 -17.4370 -13.0451
H 8.2748 -15.8069 -11.3427
H 5.9542 -18.1252 -8.5232
H 5.6049 -19.8464 -10.1354
*
```

Results
total energy	-138302.0741	eV
maximum force	5.09	eV/A

***

What is the maximum force in the sixth record? 5.09 eV/A